Here is a cluster of 9 separate species, C44H114N8O14 in total in a non-equilibrium geometry from the OMol25 dataset. Energies are from ωB97M-V with the def2-TZVPD basis set.

Output
net charge: -1
2S+1: 2
total energy: -3235.78531 Eh
energy relative to the best compared isomer or geometry (same formula, charge and spin): 0.000 eV

Cartesian coordinates (Å):
H1 -0.02383 0.89497 3.77015
H2 3.03678 -1.34558 2.51174
H3 -2.61192 -2.91430 -1.19591
C1 4.82371 -4.14682 5.39838
H4 -5.10964 -2.15163 0.21625
H5 4.92295 -2.72748 -4.01183
H6 0.92121 -3.07465 4.61960
C2 1.06918 -3.38052 5.65529
H7 2.23974 4.84276 -2.49255
C3 -0.05002 -1.36346 6.38401
H8 0.58052 2.48482 7.92100
O1 1.08545 4.21713 -0.99567
H9 -7.37082 1.97503 -4.66060
H10 -6.73091 0.38862 -4.91648
H11 5.44162 -0.71356 -6.05459
H12 3.97417 -4.12993 2.33432
H13 3.11407 10.79059 -1.23759
H14 1.44436 1.27930 -1.58979
C4 5.34734 -2.42293 -4.96851
O2 1.87111 10.45179 0.43856
C5 -0.17141 -4.98583 -4.92545
C6 -5.48281 2.78574 -3.14188
H15 4.50150 -2.88060 1.26181
O3 -1.36684 -5.30616 -4.21388
C7 0.79800 -4.18356 -4.05816
O4 0.46018 -0.34143 -2.38579
H16 -1.46983 -0.39442 -3.26165
C8 2.50928 8.16697 -0.03142
H17 1.81596 -2.46461 0.88230
O5 1.00516 0.85448 6.73287
H18 -5.48900 0.45842 -1.22884
H19 0.32088 -3.85932 2.35337
C9 -1.63271 -0.50858 0.72765
H20 0.54711 -0.55876 8.12568
H21 -0.55532 -4.73679 0.12876
H22 0.65575 9.32562 -0.68246
O6 -1.42708 4.94097 4.93491
H23 -0.24192 1.63114 -2.03399
C10 2.85322 5.94020 -0.67283
N1 -4.85603 -1.45001 -0.46456
H24 -0.37015 -4.44991 -5.85357
N2 1.91094 7.04072 -0.81291
O7 4.90888 -2.49547 -7.32666
C11 -3.98645 3.32172 -2.91132
H25 -5.90000 2.51068 -2.17317
H26 3.50498 -3.07426 -5.89081
H27 0.22970 -4.02946 5.90482
H28 1.83200 -4.47442 -4.24349
C12 3.65639 -3.53390 1.47883
N3 2.31730 -2.00349 2.77553
H29 3.43903 8.48267 -0.50469
H30 3.56522 -4.32144 0.73078
C13 2.26156 11.19429 -0.69137
H31 0.49286 1.55174 5.09896
H32 0.85212 -3.93194 -0.64058
C14 -3.55834 -3.22632 -1.63754
C15 -5.81920 -0.66091 3.19210
H33 -2.17650 1.12470 4.30371
N4 0.31806 1.77477 4.12953
C16 -0.57160 -2.27374 -3.56934
C17 -2.23955 -6.30925 -4.68924
C18 2.24176 -2.98341 1.74116
H34 -2.78595 2.74629 4.77804
H35 2.48769 -4.61810 6.78679
H36 -7.17824 0.83676 -3.22281
H37 2.89166 7.96300 0.96873
H38 5.49797 -4.03544 -8.67218
H39 -1.92236 0.20952 -0.03951
H40 -1.41136 -2.45399 -4.24047
H41 -6.07035 3.62609 -3.51161
H42 -0.97850 2.98939 3.06847
H43 -4.20787 -6.39395 -0.76204
N5 1.12234 -2.19627 6.59120
H44 0.49330 4.52668 4.27436
H45 -3.72548 -5.79776 -2.37039
H46 -0.86499 -2.66023 -2.59330
H47 -0.34694 6.73200 5.23239
H48 0.02602 3.12489 0.39481
H49 4.13313 0.75452 -4.84119
H50 -3.55898 1.91166 -1.43884
H51 3.13296 3.90055 -1.52722
O8 -0.14319 -0.57353 2.62342
H52 0.41115 -5.87078 -5.18153
H53 4.86310 -4.99596 4.71610
O9 -5.46960 1.67436 -3.96851
O10 -4.18555 -4.31553 -0.93413
H54 4.85864 -4.16693 -6.09304
H55 2.21818 -5.19967 5.24938
H56 3.04794 -3.16418 -1.40122
H57 -6.21674 1.18703 1.14865
H58 -4.46997 5.19971 -2.40277
O11 -6.25941 -0.66158 1.81254
C19 4.02946 -0.31589 -4.66353
H59 0.25149 3.83006 5.79190
H60 3.04477 5.63434 0.35569
H61 -2.83931 1.50185 -2.93781
H62 -0.14286 -0.36670 -4.35756
H63 1.45767 11.53132 -1.34579
C20 1.32600 -4.19763 2.10163
H64 -5.43184 -2.28266 -2.32492
H65 0.74243 8.93077 1.00608
H66 -4.58838 0.58752 1.30575
C21 0.65806 1.08658 -2.31965
C22 -0.28438 4.04553 4.86750
N6 5.34442 -0.92938 -5.07272
H67 -1.89929 -7.32724 -4.49946
H68 2.19249 2.46695 7.15404
O12 3.28812 -1.88000 -2.89709
H69 0.55512 -0.20051 0.74718
H70 5.56886 -3.40814 5.10307
H71 -0.91474 -1.96203 6.67051
C23 2.34063 -4.25057 5.77122
H72 0.72289 -0.98273 2.68723
H73 1.37826 4.06222 1.04714
N7 0.76353 -2.74308 -3.99639
H74 1.73094 2.58354 0.13577
C24 -0.46125 -0.78323 -3.40194
C25 2.34901 4.65095 -1.42514
C26 0.11173 -0.06652 7.25606
H75 -0.93354 5.89131 6.69717
C27 -3.65384 -5.62257 -1.29695
H76 -0.32854 1.06914 1.46217
H77 1.88664 1.42124 8.48363
H78 -4.73860 -0.80137 3.21826
H79 -3.33996 -3.48399 -2.67388
H80 -6.11091 0.28978 3.63841
H81 -2.64385 -5.78788 -0.92187
H82 1.07901 6.74294 -0.32370
H83 -1.78217 1.81270 5.87774
H84 1.63353 -4.79554 2.95955
C28 -5.59244 0.30840 0.98629
C29 -0.32810 -0.01593 1.35868
C30 1.05548 3.43525 0.21598
C31 4.70639 -3.31073 -8.48167
H85 3.28752 -0.71481 -5.35527
H86 4.66621 -0.32668 -2.69806
H87 2.16688 -1.60379 -1.25442
H88 2.98766 0.14504 -2.93864
H89 4.97425 -4.50398 6.41714
C32 3.74285 -0.59141 -3.21327
H90 1.52679 -2.31393 -3.49304
C33 -1.16081 6.14836 5.66259
H91 1.06700 1.40819 -3.27748
H92 -2.09241 6.71092 5.60135
H93 -0.24979 -1.17638 5.32893
H94 -2.41079 -6.23939 -5.76344
H95 -2.99064 4.70683 -2.07650
H96 4.62804 -2.70040 -9.38137
O13 3.51071 -3.51727 5.33076
H97 -6.75349 -0.51035 -0.68617
H98 0.53308 -5.49164 -0.93661
C34 -6.78995 1.18868 -4.17857
H99 -2.07331 2.72481 -1.99859
C35 1.41106 1.85429 7.60363
H100 2.58440 12.15213 -0.28343
H101 -3.59886 3.60342 -3.89037
C36 -3.05496 2.35665 -2.29678
C37 3.10515 -2.08366 -1.53277
H102 2.68456 -2.45825 3.59919
H103 -6.29292 -1.47191 3.74524
O14 1.26068 -5.21188 1.05360
H104 -0.83882 0.35775 7.57942
H105 1.91757 -1.61535 6.36705
C38 0.51049 -4.80743 -0.08840
H106 -3.26304 -6.15433 -4.34782
C39 -5.71313 -0.27878 -0.45787
C40 -1.94657 2.05267 4.82727
H107 0.77471 -4.54391 -3.02971
N8 -3.95773 4.42360 -2.00860
C41 4.57367 -3.11488 -6.10142
C42 1.35290 9.21054 0.14750
C43 -4.53581 -1.95607 -1.79712
C44 -0.74232 2.74477 4.10408
H108 -1.58023 -1.52415 0.33528
H109 3.79255 -3.90439 -8.50524
H110 4.01457 -1.85745 -0.97612
H111 6.39097 -2.73548 -5.00390
H112 3.84274 6.15801 -1.07472
H113 -2.46210 -0.55068 1.43365
H114 -4.04877 -1.25587 -2.47581